1.
Below is a cluster of 11 separate species, C39H106N6O11 in total in a non-equilibrium geometry, with properties calculated with the ωB97M-V functional and the def2-TZVPD basis.

## Properties
Orbital gap in eV: 9.242
Energy relative to the best compared isomer or geometry (same formula, charge and spin) in kJ/mol: 223.5
E_HOMO in eV: -8.64
Molecular weight in g/mol: 835.308
Charge: 0
Energy in eV: -73618.867
Structure (SMILES): COC[C@H](C)N.COC[C@H](C)N.COC[C@H](C)N.COC[C@H](C)N.COC[C@H](C)N.COC[C@H](C)N.CC(C)O.CC(C)O.CC(C)O.CC(C)O.CC(C)O

Each line ends with the Löwdin charge.
Geometry (Å):
1 C -4.5298 -3.0953 -4.9792  -0.1222
2 O -3.4897 -3.0029 -4.0418  -0.1883
3 C -3.7371 -1.8968 -3.1823  -0.2255
4 C -2.5914 -1.7208 -2.2513  -0.4768
5 C -2.2743 -2.9908 -1.5349  -0.0372
6 N -2.8916 -0.5904 -1.4255  0.0535
7 H -4.8338 -2.1126 -5.3573  0.0833
8 H -5.4001 -3.5719 -4.4961  0.0870
9 H -4.1247 -3.8085 -5.7287  0.0999
10 H -3.9587 -0.9800 -3.7604  0.1209
11 H -4.6051 -2.1615 -2.5428  0.1269
12 H -1.7003 -1.4352 -2.8561  0.1436
13 H -1.4860 -2.8589 -0.8072  0.0514
14 H -1.9877 -3.7358 -2.2344  0.0757
15 H -3.1328 -3.2828 -0.9236  0.0712
16 H -2.1408 -0.5520 -0.6723  0.0958
17 H -3.7980 -0.6579 -1.0220  0.0338
18 C 2.9769 7.3159 0.6902  -0.0995
19 O 2.0056 6.3740 0.3557  -0.1740
20 C 0.9050 6.5334 1.1628  -0.2537
21 C 0.0532 7.7296 0.7141  -0.4533
22 C -1.2399 7.6463 1.6191  -0.0377
23 N -0.2865 7.7140 -0.6729  0.0568
24 H 2.5257 8.2940 0.4628  0.0865
25 H 3.9000 7.1992 0.0930  0.1068
26 H 3.1696 7.2532 1.6912  0.0583
27 H 0.3153 5.6250 0.9430  0.1264
28 H 1.0298 6.6434 2.2341  0.1208
29 H 0.6566 8.5916 0.7719  0.1013
30 H -1.8493 8.5593 1.3843  0.0845
31 H -1.0887 7.5027 2.6940  0.0715
32 H -1.7923 6.8107 1.1359  0.0680
33 H 0.5947 7.7292 -1.1839  0.0826
34 H -0.8272 6.9153 -0.8826  0.0536
35 C 1.1575 2.3672 -0.4223  -0.0791
36 O 1.1290 1.3420 0.5988  -0.2182
37 C 1.1236 0.0139 -0.0294  -0.1797
38 C 0.8789 -1.0123 1.0310  -0.4220
39 C 0.9557 -2.3793 0.3671  -0.0376
40 N -0.4998 -0.8370 1.5001  0.0811
41 H 1.0666 3.3207 0.1010  0.0742
42 H 0.2881 2.3738 -1.1151  0.0797
43 H 2.0682 2.3222 -1.0342  0.0850
44 H 0.3383 0.0861 -0.7784  0.1112
45 H 2.0392 -0.1571 -0.6160  0.1120
46 H 1.6691 -0.8821 1.7641  0.1389
47 H 0.3837 -2.3200 -0.5236  0.0467
48 H 0.5243 -3.0783 1.1164  0.0993
49 H 1.9206 -2.6652 0.0867  0.0445
50 H -0.5689 -1.4411 2.3007  0.0546
51 H -0.7101 0.0697 1.8736  0.0424
52 C 1.1778 3.7620 -5.4282  -0.1371
53 O -0.0891 3.4295 -5.8720  -0.1617
54 C -1.0216 3.2012 -4.8371  -0.2103
55 C -1.3492 1.7306 -4.5479  -0.4060
56 C -1.5190 0.9842 -5.8899  -0.0352
57 N -2.4301 1.7348 -3.5792  0.0859
58 H 1.9424 2.9768 -5.4298  0.0677
59 H 1.2565 4.3312 -4.4851  0.0933
60 H 1.6667 4.4689 -6.1006  0.0823
61 H -0.6895 3.7048 -3.8789  0.1226
62 H -2.0418 3.7212 -5.0921  0.1535
63 H -0.4603 1.3314 -4.0799  0.1141
64 H -1.7981 -0.0282 -5.7059  0.0584
65 H -0.6343 1.0376 -6.5031  0.0696
66 H -2.2964 1.3795 -6.5454  0.0798
67 H -2.4849 0.9512 -3.0135  0.0075
68 H -3.2993 1.9267 -3.9862  0.0724
69 C 0.1717 2.1698 7.3308  -0.0917
70 O 0.4150 2.6050 5.9665  -0.1708
71 C -0.7918 2.7412 5.2819  -0.2543
72 C -0.4222 2.9573 3.8326  -0.4547
73 C -1.7374 3.1436 3.0378  -0.0577
74 N 0.2113 1.7720 3.3719  0.0648
75 H 1.1048 2.0879 7.8570  0.0697
76 H -0.2921 1.1928 7.3851  0.0734
77 H -0.4602 2.8556 7.9816  0.1039
78 H -1.3564 1.8094 5.3362  0.1291
79 H -1.3652 3.6222 5.5327  0.1218
80 H 0.1933 3.8008 3.8230  0.1169
81 H -1.4647 3.3179 1.9857  0.0675
82 H -2.2314 4.0685 3.3994  0.0857
83 H -2.4380 2.2758 3.0760  0.0838
84 H 1.0366 1.4778 3.8898  0.0938
85 H 0.4307 1.9709 2.4182  0.0372
86 C -4.1049 -4.3716 4.3794  -0.1468
87 O -3.7553 -3.9109 3.1398  -0.2133
88 C -4.8598 -3.4706 2.2093  -0.1249
89 C -4.2598 -2.3445 1.4123  -0.4433
90 C -3.9599 -1.1790 2.2979  -0.0549
91 N -5.1968 -1.9992 0.3489  0.0399
92 H -5.0012 -5.0043 4.2833  0.0979
93 H -4.2261 -3.4609 4.9657  0.0880
94 H -3.2595 -4.8344 4.8207  0.0683
95 H -5.2859 -4.2926 1.6598  0.1147
96 H -5.6606 -3.1781 2.8349  0.1039
97 H -3.3470 -2.6426 0.9965  0.0949
98 H -3.9568 -0.2320 1.7636  0.0724
99 H -3.0152 -1.3136 2.8720  0.0871
100 H -4.6400 -0.9409 3.0725  0.0637
101 H -5.6437 -2.8342 -0.0768  0.0909
102 H -5.9723 -1.4300 0.6762  0.0824
103 C 4.8417 -3.5406 0.7151  -0.0582
104 C 6.3238 -3.8155 0.9609  -0.4883
105 C 6.6507 -3.4287 2.4068  -0.0616
106 O 6.5895 -5.1686 0.5859  -0.0483
107 H 4.2054 -4.3594 1.0075  0.0809
108 H 4.6648 -3.3725 -0.3751  0.0672
109 H 4.5842 -2.6520 1.2866  0.0761
110 H 6.9472 -3.2486 0.2437  0.1384
111 H 6.7650 -2.3420 2.5474  0.0865
112 H 7.6038 -3.8605 2.7636  0.0765
113 H 5.8583 -3.8273 3.0620  0.0792
114 H 7.5148 -5.2848 0.7019  0.0678
115 C 3.1184 0.3734 -4.6239  -0.0433
116 C 2.6679 -1.0262 -4.1448  -0.4527
117 C 3.5247 -1.5159 -2.9974  -0.0494
118 O 1.2571 -0.9959 -3.8787  -0.0622
119 H 4.0882 0.3451 -5.0547  0.0757
120 H 3.0465 1.0943 -3.8884  0.0530
121 H 2.5571 0.6765 -5.4500  0.0511
122 H 2.8098 -1.7328 -4.9592  0.1323
123 H 4.5743 -1.4993 -3.3017  0.0922
124 H 3.2311 -2.5214 -2.6877  0.0660
125 H 3.3508 -0.9326 -2.1285  0.0459
126 H 1.1000 -0.0687 -3.5727  0.0709
127 C 0.0998 -2.9501 5.1972  -0.0409
128 C 1.4451 -3.7135 5.2952  -0.4666
129 C 1.4003 -5.1550 5.8249  -0.0439
130 O 1.8352 -3.8055 3.9270  -0.0728
131 H -0.1368 -2.6486 6.2055  0.0695
132 H -0.6849 -3.4965 4.7508  0.0577
133 H 0.2370 -1.9885 4.7028  0.0709
134 H 2.1303 -3.0505 5.8545  0.1359
135 H 0.7665 -5.7434 5.1739  0.0804
136 H 0.8888 -5.1046 6.7787  0.0768
137 H 2.4157 -5.5245 5.7840  0.0746
138 H 2.6611 -4.2743 3.9354  0.0635
139 C 5.7176 -6.2368 -3.4465  -0.0495
140 C 4.6411 -5.1679 -3.1989  -0.4842
141 C 3.4720 -5.7352 -2.4106  -0.0547
142 O 5.2833 -4.1749 -2.4441  -0.1045
143 H 6.5627 -5.7875 -4.0361  0.0972
144 H 5.3878 -7.0261 -4.0696  0.0602
145 H 6.1194 -6.5736 -2.5055  0.0741
146 H 4.3052 -4.6731 -4.0874  0.1296
147 H 2.7017 -5.0108 -2.1889  0.0626
148 H 3.7388 -6.3197 -1.5058  0.0952
149 H 2.8832 -6.3978 -3.0424  0.0741
150 H 5.9289 -4.5708 -1.8023  0.0883
151 C -4.0817 3.6281 0.7090  -0.0480
152 C -3.7917 3.5540 -0.8315  -0.4604
153 C -4.3241 4.8332 -1.4993  -0.0549
154 O -2.3614 3.5278 -1.0399  -0.1128
155 H -5.1308 3.5551 0.7979  0.0555
156 H -3.7754 4.6051 1.0344  0.0625
157 H -3.6981 2.7699 1.3090  0.0631
158 H -4.2234 2.6380 -1.2613  0.1250
159 H -3.8229 5.6550 -0.9785  0.0686
160 H -5.3578 4.9876 -1.5564  0.0512
161 H -3.7921 4.8778 -2.5141  0.0977
162 H -2.2355 3.0242 -1.8847  0.0420


2.
Below is a cluster of 15 separate species, C39H107N2O15 in total in a non-equilibrium geometry, with properties calculated with the ωB97M-V functional and the def2-TZVPD basis.

## Properties
Orbital gap (alpha / beta) in eV: 8.768 / 9.148
E_HOMO (alpha / beta) in eV: -8.37 / -8.87
Molecular weight in g/mol: 844.284
Charge: 0
Energy in eV: -75860.882
Spin multiplicity: 2

Each line ends with the Mulliken spin population.
Geometry (Å):
1 C -7.4237 1.2400 0.6458  0.0000
2 C -6.5744 -0.0800 0.4723  0.0000
3 C -7.2933 -1.1927 -0.3658  0.0000
4 C -6.3839 -1.9179 -1.4171  0.0000
5 C -4.9189 -2.2116 -0.9371  0.0000
6 C -4.8117 -2.9394 0.4553  0.0000
7 C -4.4780 -4.4654 0.2298  0.0000
8 C -3.9094 -5.1814 1.4985  0.0000
9 C -2.3923 -4.8316 1.7850  -0.0001
10 C -1.4687 -4.9828 0.5301  0.0000
11 C -1.0581 -3.6267 -0.1395  0.0000
12 C -0.1933 -2.7821 0.8973  -0.0001
13 C 0.4831 -1.6163 0.1050  0.0018
14 C 0.9988 -0.4025 0.9466  0.0123
15 C -0.1435 0.4933 1.6337  0.0328
16 N -1.2894 0.4092 0.7094  0.0000
17 C -2.3789 1.3552 0.9603  -0.0003
18 C -3.4557 0.8967 2.0207  -0.0006
19 C 0.5181 1.9372 1.6918  0.0159
20 C 0.4536 2.6834 3.0662  0.0133
21 C -0.8742 3.4626 3.3556  0.0344
22 C 1.5792 3.8126 2.9775  -0.0021
23 N 0.9024 1.7708 4.1274  0.3327
24 O 1.2465 2.3577 5.2184  0.5631
25 C 0.0745 0.5808 4.3257  0.0024
26 C 0.9768 -0.4273 5.1785  0.0129
27 C -1.1949 0.8186 5.2624  0.0372
28 C -0.4055 -0.1856 3.0366  -0.0011
29 H -8.4996 0.9985 0.4994  0.0000
30 H -7.0536 1.9844 -0.1015  0.0000
31 H -7.2491 1.7056 1.6439  0.0000
32 H -5.6445 0.2142 -0.0768  0.0000
33 H -6.2203 -0.4279 1.4740  0.0000
34 H -7.7927 -1.8808 0.3540  0.0000
35 H -8.1133 -0.6904 -0.9365  0.0000
36 H -6.3157 -1.2456 -2.3109  0.0000
37 H -6.8989 -2.8517 -1.7357  0.0000
38 H -4.4567 -2.8909 -1.6974  0.0000
39 H -4.3167 -1.2698 -0.9833  0.0000
40 H -5.7295 -2.8081 1.0754  0.0000
41 H -3.9735 -2.4613 1.0237  0.0000
42 H -5.4632 -4.9527 0.0070  0.0000
43 H -3.8042 -4.6010 -0.6438  0.0000
44 H -3.9618 -6.2881 1.3769  0.0000
45 H -4.4736 -4.9374 2.4350  0.0000
46 H -2.0543 -5.5477 2.5779  0.0000
47 H -2.3772 -3.8255 2.2591  0.0001
48 H -0.5456 -5.5465 0.8023  0.0000
49 H -2.0167 -5.5848 -0.2343  0.0000
50 H -1.9838 -3.0090 -0.2973  0.0000
51 H -0.5304 -3.7384 -1.1243  0.0000
52 H -0.9032 -2.4648 1.6866  0.0000
53 H 0.5646 -3.4801 1.3402  0.0003
54 H 1.3983 -2.0640 -0.3719  0.0000
55 H -0.1579 -1.3341 -0.7663  -0.0002
56 H 1.7137 -0.7697 1.7276  -0.0093
57 H 1.6267 0.2144 0.2497  0.0059
58 H -0.9063 0.6789 -0.1999  -0.0002
59 H -2.9536 1.4423 -0.0128  -0.0002
60 H -2.0931 2.4029 1.2200  -0.0006
61 H -3.2942 1.4186 2.9891  0.0000
62 H -3.4993 -0.2062 2.1466  0.0003
63 H -4.4445 1.2506 1.6428  -0.0002
64 H 1.5975 1.9308 1.3952  -0.0201
65 H 0.0258 2.6136 0.9431  0.0021
66 H -0.6818 4.2014 4.1626  -0.0024
67 H -1.7644 2.8227 3.5314  -0.0047
68 H -1.1094 4.0672 2.4399  -0.0011
69 H 1.4238 4.3788 2.0346  0.0001
70 H 2.5484 3.2662 3.0079  -0.0086
71 H 1.5287 4.4858 3.8614  0.0031
72 H 0.6183 -1.4777 5.0800  0.0020
73 H 2.0483 -0.2935 4.9238  -0.0086
74 H 0.8129 -0.1526 6.2478  0.0009
75 H -1.0350 1.6513 5.9819  -0.0025
76 H -1.3167 -0.1038 5.8862  -0.0010
77 H -2.1361 0.9345 4.6847  -0.0063
78 H -1.4795 -0.4533 3.2005  -0.0020
79 H 0.1129 -1.1740 3.0462  -0.0015
80 C -10.0000 -1.7021 -3.4203  0.0000
81 O -10.6630 -1.6860 -2.1604  0.0000
82 H -9.3307 -0.8439 -3.4755  0.0000
83 H -9.4183 -2.6212 -3.5184  0.0000
84 H -10.7337 -1.6404 -4.2266  0.0000
85 H -11.2439 -2.4498 -2.1369  0.0000
86 C 4.9676 0.5837 -0.7535  0.0000
87 O 4.2404 1.6330 -0.1209  0.0000
88 H 4.3580 0.1698 -1.5560  0.0000
89 H 5.8957 0.9796 -1.1695  0.0000
90 H 5.1910 -0.2013 -0.0277  0.0000
91 H 4.7990 1.9800 0.5818  -0.0001
92 C -3.4935 2.7791 -3.3797  0.0000
93 O -3.3917 1.6629 -2.5006  0.0000
94 H -4.2884 3.4305 -3.0217  0.0000
95 H -2.5520 3.3343 -3.3919  0.0000
96 H -3.7348 2.4396 -4.3901  0.0000
97 H -2.6865 1.1024 -2.8343  0.0000
98 C -9.4298 2.5143 -2.4270  0.0000
99 O -8.1508 2.7904 -2.9869  0.0000
100 H -10.1522 2.4290 -3.2368  0.0000
101 H -9.3975 1.5727 -1.8726  0.0000
102 H -9.7275 3.3296 -1.7621  0.0000
103 H -7.5297 2.8613 -2.2578  0.0000
104 C 8.8404 -0.1263 -0.4514  0.0000
105 O 8.1145 0.9240 0.1854  0.0000
106 H 8.2263 -0.5358 -1.2545  0.0000
107 H 9.7692 0.2640 -0.8712  0.0000
108 H 9.0630 -0.9120 0.2663  0.0000
109 H 8.6735 1.2723 0.8905  0.0000
110 C 11.1196 -2.9724 -1.1609  0.0000
111 O 11.0853 -1.8516 -0.2789  0.0000
112 H 10.7876 -2.6520 -2.1453  0.0000
113 H 12.1380 -3.3568 -1.2343  0.0000
114 H 10.4514 -3.7563 -0.7928  0.0000
115 H 11.3826 -2.1577 0.5817  0.0000
116 C 3.5489 -2.8895 5.9585  0.0002
117 O 4.9412 -2.7685 5.6899  0.0000
118 H 3.3473 -3.9055 6.2934  0.0000
119 H 3.2593 -2.1859 6.7436  -0.0002
120 H 2.9762 -2.6884 5.0497  0.0001
121 H 5.0987 -1.8678 5.3967  0.0000
122 C 12.4283 -2.4201 -4.7653  0.0000
123 O 12.5303 -3.5458 -3.8998  0.0000
124 H 11.6204 -1.7826 -4.4102  0.0000
125 H 13.3629 -1.8535 -4.7560  0.0000
126 H 12.2054 -2.7486 -5.7837  0.0000
127 H 13.2466 -4.0942 -4.2287  0.0000
128 C 9.3479 4.3860 1.2745  0.0000
129 O 8.8333 3.2481 1.9643  0.0000
130 H 9.9809 4.0427 0.4601  0.0000
131 H 8.5257 4.9749 0.8661  0.0000
132 H 9.9411 4.9991 1.9581  0.0000
133 H 8.2778 3.5737 2.6760  0.0000
134 C 1.3359 -4.7301 -3.6933  0.0000
135 O 0.1897 -3.9628 -3.3413  0.0000
136 H 2.2263 -4.1526 -3.4519  0.0000
137 H 1.3494 -5.6654 -3.1275  0.0000
138 H 1.3275 -4.9471 -4.7646  0.0000
139 H -0.5834 -4.4889 -3.5618  0.0000
140 C 3.2771 5.3105 -1.2768  0.0000
141 O 4.4763 4.9331 -0.6129  0.0000
142 H 3.0736 6.3571 -1.0573  0.0000
143 H 3.3904 5.1854 -2.3570  0.0000
144 H 2.4432 4.6992 -0.9199  0.0000
145 H 4.6358 4.0053 -0.8204  0.0000
146 C 7.8771 5.7795 -2.3722  0.0000
147 O 9.0820 5.3995 -1.7139  0.0000
148 H 7.6790 6.8269 -2.1528  0.0000
149 H 7.9841 5.6528 -3.4531  0.0000
150 H 7.0432 5.1734 -2.0094  0.0000
151 H 9.2385 4.4744 -1.9193  0.0000
152 C -9.9193 -4.0587 -6.8605  0.0000
153 O -10.5868 -4.0484 -5.6033  0.0000
154 H -9.2541 -3.1984 -6.9057  0.0000
155 H -9.3307 -4.9738 -6.9655  0.0000
156 H -10.6477 -3.9926 -7.6728  0.0000
157 H -11.1677 -4.8128 -5.5822  0.0000
158 C -1.4154 6.7667 0.5315  0.0001
159 O -0.6363 6.1582 -0.4928  0.0000
160 H -1.8673 7.6726 0.1322  0.0000
161 H -2.2045 6.0818 0.8542  -0.0001
162 H -0.7756 7.0258 1.3795  0.0000
163 H -0.2465 5.3623 -0.1217  -0.0001